A structure of composition C34H29CsN3O7PS3Se in a non-equilibrium geometry. Source: the OMol25 dataset; level of theory: ωB97M-V/def2-TZVPD.

Computed properties:
charge: -2
spin multiplicity: 1
maximum force: 2.11 eV/Å
E_HOMO: -3.1 eV
energy above the lowest of the compared OMol25 structures with the same formula, charge and spin: 34.8 kJ/mol
orbital gap: 6.84 eV
E: -5961.67048 Eh
molecular weight: 930.7 g mol⁻¹

```
79
Properties=species:S:1:pos:R:3:forces:R:3
Cs -0.103381 -0.033106 -0.350245 1.3 -1.2 1.1
O -1.122339 -0.023205 2.513703 0.0 0.0 0.1
C -1.536514 -0.901007 3.245776 0.0 0.1 0.0
C -2.209243 -2.134096 2.878196 -0.2 -0.1 0.2
C -2.738383 -2.876194 3.928276 0.1 0.1 -0.3
C -3.463584 -4.028435 3.691755 0.0 -0.1 0.2
C -3.675294 -4.482147 2.368978 0.0 0.1 -0.1
C -3.167675 -3.782999 1.324304 0.0 -0.1 0.0
C -2.383526 -2.570484 1.497335 0.1 0.0 0.0
O -1.890971 -1.980455 0.525790 -0.3 -0.2 0.1
N -4.006313 -4.764329 4.788954 0.0 0.1 0.0
O -3.816156 -4.355523 5.931424 0.0 0.0 0.1
O -4.652541 -5.782010 4.552109 0.0 -0.1 0.0
H -1.439742 -0.770560 4.348139 0.0 0.0 0.0
H -2.585718 -2.541551 4.946401 0.0 0.0 0.0
H -4.244940 -5.387387 2.213624 0.0 0.0 0.0
H -3.315358 -4.110629 0.303080 0.0 0.0 0.0
C -3.851279 2.412527 2.741652 0.0 0.0 0.0
N -4.057587 2.144295 1.340024 -0.1 -0.1 -0.1
C -3.728131 2.971136 0.311863 0.2 0.2 0.1
Se -2.912407 4.612050 0.440564 -0.2 0.0 0.0
N -4.081843 2.338936 -0.827793 0.4 0.2 -0.3
C -4.544137 1.070351 -0.554258 -0.1 -0.2 0.2
C -4.912831 0.021225 -1.377723 -0.1 0.1 0.0
C -5.390100 -1.118791 -0.750401 0.0 -0.1 0.0
C -5.481781 -1.209734 0.638235 0.1 -0.1 0.1
C -5.056482 -0.178758 1.463361 0.0 0.1 0.0
C -4.583310 0.960918 0.836566 0.1 -0.1 -0.1
H -3.276754 3.332982 2.819836 0.0 0.0 0.0
H -3.286225 1.592926 3.185262 0.0 0.0 0.0
H -4.811204 2.529972 3.248486 0.0 0.0 0.0
H -3.706591 2.609114 -1.735687 0.0 -0.1 0.0
H -4.813738 0.091577 -2.450886 0.0 0.0 0.0
H -5.679181 -1.968613 -1.355345 0.0 0.0 0.0
H -5.837332 -2.125084 1.088389 0.0 -0.1 0.0
H -5.077287 -0.273198 2.540204 0.0 0.0 0.0
C 2.888287 3.677269 -6.325132 0.1 0.0 -0.1
C 1.746424 3.074991 -5.556916 -0.1 0.0 0.1
C 1.570755 1.700873 -5.492029 0.0 0.0 0.0
C 0.530305 1.146435 -4.756701 0.0 -0.1 0.0
C -0.344752 1.967675 -4.075165 -0.1 0.1 0.0
C -0.185920 3.346888 -4.127439 0.0 0.1 0.0
C 0.847963 3.890592 -4.865668 0.0 0.0 0.0
S -1.617317 1.274485 -3.037233 0.0 0.1 -0.1
O -1.252323 1.721624 -1.690659 -0.9 1.3 -1.0
O -2.890447 1.843145 -3.471603 0.0 0.0 -0.1
O -1.503735 -0.167282 -3.189187 -0.1 0.0 -0.1
H 3.399545 2.923358 -6.923309 0.0 0.0 0.0
H 3.626134 4.121007 -5.654806 0.0 0.0 0.0
H 2.539444 4.463339 -6.997847 0.0 0.0 0.0
H 2.269678 1.049269 -6.003968 0.0 0.0 0.0
H 0.403204 0.074355 -4.694030 0.0 0.0 0.0
H -0.862699 3.985127 -3.574419 0.0 0.0 0.0
H 0.976447 4.967367 -4.892880 0.0 0.0 0.0
S 5.286330 0.909387 -1.829622 0.0 0.0 0.1
P 5.118123 -0.196624 -0.191948 -0.1 0.1 -0.1
S 3.344349 -0.586491 0.612400 0.1 0.0 0.0
C 5.996865 -1.787524 -0.496791 0.1 0.0 0.0
C 7.345971 -1.759915 -0.847726 0.0 0.1 0.0
C 8.034234 -2.932515 -1.100636 0.0 0.0 0.0
C 7.376763 -4.155621 -1.019260 0.0 0.0 0.0
C 6.035237 -4.189657 -0.677845 0.0 -0.1 0.0
C 5.350050 -3.010347 -0.410833 -0.1 0.0 0.0
C 6.210069 0.486774 1.125633 0.0 0.0 0.0
C 6.980179 1.621970 0.916369 0.0 0.0 -0.1
C 7.818106 2.098074 1.917290 0.0 0.0 0.0
C 7.898509 1.436356 3.131405 0.0 0.0 0.0
C 7.128287 0.299010 3.347464 0.0 0.0 0.0
C 6.286144 -0.166502 2.353352 -0.1 0.0 0.0
H 7.849512 -0.804303 -0.937487 0.0 0.0 0.0
H 9.083290 -2.894568 -1.368787 0.0 0.0 0.0
H 7.911016 -5.076208 -1.223269 0.0 0.0 0.0
H 5.513304 -5.136989 -0.614656 0.0 0.0 0.0
H 4.303595 -3.024041 -0.129858 0.0 0.0 0.0
H 6.906049 2.121360 -0.042502 0.0 0.0 0.0
H 8.407193 2.990776 1.742436 0.0 0.0 0.0
H 8.553267 1.806274 3.911875 0.0 0.0 0.0
H 7.178657 -0.219754 4.296965 0.0 0.0 0.0
H 5.661591 -1.034950 2.526571 0.0 0.0 0.0
```
Positions in Å, forces in eV/Å.

Just the Löwdin charges please, in e? Sure, here they are:
1 Cs 1.183
2 O -0.075
3 C -0.248
4 C -0.122
5 C 0.028
6 C -0.190
7 C -0.022
8 C -0.014
9 C -0.403
10 O -0.177
11 N -0.385
12 O 0.013
13 O 0.012
14 H 0.119
15 H 0.116
16 H 0.108
17 H 0.111
18 C -0.038
19 N -0.071
20 C -0.783
21 Se 0.524
22 N 0.117
23 C -0.174
24 C 0.008
25 C -0.084
26 C -0.099
27 C -0.009
28 C -0.153
29 H 0.032
30 H 0.083
31 H 0.093
32 H 0.111
33 H 0.113
34 H 0.099
35 H 0.097
36 H 0.111
37 C -0.062
38 C -0.282
39 C -0.039
40 C -0.046
41 C -0.262
42 C -0.048
43 C -0.045
44 S 0.382
45 O -0.682
46 O -0.346
47 O -0.392
48 H 0.068
49 H 0.080
50 H 0.072
51 H 0.108
52 H 0.110
53 H 0.119
54 H 0.109
55 S 0.103
56 P -0.060
57 S 0.099
58 C -0.381
59 C -0.107
60 C -0.105
61 C -0.118
62 C -0.102
63 C -0.111
64 C -0.384
65 C -0.119
66 C -0.105
67 C -0.118
68 C -0.102
69 C -0.106
70 H 0.097
71 H 0.091
72 H 0.088
73 H 0.093
74 H 0.058
75 H 0.050
76 H 0.091
77 H 0.088
78 H 0.092
79 H 0.091